Molecular formula: C49H61As2NO12PRhSTe
Method: DFT, ωB97M-V with the def2-TZVPD basis set

The calculation puts the HOMO energy (alpha / beta) at -8.53 / -8.53 eV. The energy above the lowest of the compared OMol25 structures with the same formula, charge and spin is 33.5 kcal/mol. The value obtained for the HOMO-LUMO gap (alpha / beta) is 3.5 / 3.5 eV. As for the net charge: +1. Its multiplicity is 2. The lowest unoccupied orbital energy (alpha / beta) is -5.0 / -5.1 eV. The calculation puts the largest force on an atom at 2.62 eV/A. The expectation value of S² is 0.76.

Each line ends with the Mulliken spin population.
Cartesian coordinates (Å):
Rh (1.56, -0.90, 3.29)  -0.0070
C (0.88, 1.93, -6.82)  0.0005
C (1.25, 1.36, -5.49)  -0.0008
C (0.67, 0.19, -5.02)  0.0031
C (0.98, -0.34, -3.76)  -0.0038
C (0.29, -1.58, -3.27)  -0.0026
C (1.90, 0.35, -3.00)  0.0017
Te (1.79, 0.96, -0.38)  -0.0128
N (2.30, -0.21, 1.13)  0.0004
C (3.28, -1.09, 1.24)  -0.0037
O (3.41, -1.64, 2.37)  0.0015
C (4.24, -1.44, 0.17)  0.0033
C (3.87, -1.41, -1.17)  -0.0026
C (4.79, -1.75, -2.15)  0.0012
C (6.08, -2.12, -1.79)  -0.0002
C (6.44, -2.17, -0.45)  0.0007
C (5.53, -1.84, 0.53)  0.0009
C (2.39, 2.72, 0.77)  0.0006
C (3.64, 2.76, 1.39)  0.0005
C (4.65, 1.65, 1.26)  0.0047
C (3.98, 3.90, 2.12)  -0.0045
C (3.14, 5.00, 2.18)  0.0007
C (3.51, 6.21, 2.98)  0.0014
C (1.96, 4.98, 1.45)  -0.0017
C (1.58, 3.85, 0.73)  -0.0015
C (0.34, 3.88, -0.11)  0.0018
C (2.56, 1.48, -3.45)  -0.0056
C (3.63, 2.17, -2.63)  0.0037
C (2.21, 1.99, -4.70)  0.0044
H (-0.13, 1.64, -7.11)  -0.0001
H (1.57, 1.58, -7.59)  0.0001
H (0.93, 3.02, -6.80)  -0.0002
H (-0.05, -0.34, -5.64)  -0.0007
H (0.25, -2.33, -4.06)  0.0002
H (-0.74, -1.36, -2.97)  0.0030
H (0.82, -2.00, -2.42)  0.0006
H (2.85, -1.17, -1.46)  0.0001
H (4.49, -1.74, -3.19)  0.0001
H (6.79, -2.40, -2.56)  0.0000
H (7.44, -2.49, -0.18)  -0.0001
H (5.79, -1.88, 1.58)  -0.0001
H (4.45, 1.05, 0.38)  -0.0003
H (4.64, 1.00, 2.14)  -0.0004
H (5.65, 2.07, 1.16)  0.0003
H (4.94, 3.93, 2.62)  0.0002
H (4.54, 6.16, 3.33)  0.0004
H (2.86, 6.31, 3.84)  -0.0001
H (3.39, 7.12, 2.38)  -0.0001
H (1.32, 5.85, 1.44)  -0.0002
H (0.09, 4.89, -0.41)  0.0003
H (-0.52, 3.46, 0.44)  -0.0016
H (0.50, 3.28, -1.01)  -0.0010
H (4.05, 1.47, -1.90)  -0.0007
H (3.23, 3.04, -2.10)  -0.0010
H (4.43, 2.51, -3.28)  0.0008
H (2.71, 2.88, -5.06)  -0.0001
C (-0.06, -7.17, 0.31)  0.0000
C (-0.16, -6.04, 1.29)  0.0002
C (-1.31, -5.90, 2.08)  -0.0004
C (-1.41, -4.87, 3.00)  0.0013
C (-0.37, -3.98, 3.13)  -0.0004
C (0.78, -4.10, 2.37)  0.0007
C (0.88, -5.14, 1.45)  -0.0002
S (-0.54, -2.50, 4.09)  0.0014
O (-0.56, -1.42, 3.00)  0.0018
O (-1.75, -2.52, 4.85)  0.0005
O (0.69, -2.28, 4.87)  -0.0003
H (-1.01, -7.32, -0.20)  0.0000
H (0.17, -8.09, 0.84)  0.0000
H (0.72, -6.99, -0.42)  0.0000
H (-2.13, -6.59, 1.95)  -0.0001
H (-2.29, -4.76, 3.62)  -0.0002
H (1.60, -3.39, 2.51)  -0.0005
H (1.78, -5.24, 0.85)  -0.0001
C (2.18, 2.08, 5.50)  0.0007
P (1.02, 0.97, 4.61)  0.0030
C (-0.13, 0.46, 5.93)  0.0002
C (0.00, 2.18, 3.70)  -0.0015
H (1.61, 2.86, 5.99)  0.0000
H (2.88, 2.53, 4.80)  -0.0002
H (2.74, 1.52, 6.24)  -0.0001
H (-0.52, 1.34, 6.44)  0.0000
H (0.39, -0.19, 6.63)  0.0000
H (-0.94, -0.11, 5.49)  -0.0001
H (-0.45, 2.89, 4.40)  0.0000
H (-0.79, 1.64, 3.17)  0.0046
H (0.61, 2.71, 2.97)  -0.0016
C (-4.24, 3.25, 1.78)  -0.0034
O (-3.41, 2.33, 1.07)  0.0178
C (-3.72, 1.01, 1.23)  0.0471
O (-4.59, 0.64, 2.01)  0.1604
C (-2.98, 0.13, 0.39)  0.5392
C (-2.22, 0.59, -0.74)  0.0897
As (-3.40, 0.58, -2.37)  0.0699
C (-4.71, 1.92, -1.77)  0.0072
C (-4.56, -0.98, -2.03)  -0.0326
C (-4.71, -1.69, -0.94)  0.0959
As (-3.41, -1.74, 0.65)  -0.0418
C (-1.99, -2.41, -0.56)  0.0070
C (-5.55, -2.89, -0.69)  -0.0044
O (-5.07, -3.99, -0.89)  0.0084
O (-6.75, -2.76, -0.15)  0.0017
C (-7.23, -1.45, 0.15)  0.0029
C (-5.49, -1.11, -3.21)  -0.0020
O (-6.24, -0.20, -3.46)  0.0010
O (-5.48, -2.20, -3.97)  -0.0008
C (-4.45, -3.19, -3.88)  0.0014
C (-0.92, 0.88, -0.74)  0.0221
O (-0.05, 0.79, 0.33)  0.0200
O (-0.17, 1.34, -1.78)  0.0049
C (-0.77, 1.99, -2.89)  0.0054
H (-3.79, 4.23, 1.64)  -0.0004
H (-4.28, 2.99, 2.83)  0.0017
H (-5.25, 3.23, 1.37)  0.0025
H (-4.22, 2.88, -1.61)  0.0004
H (-5.19, 1.60, -0.85)  -0.0034
H (-5.46, 2.03, -2.55)  -0.0005
H (-2.00, -1.88, -1.52)  -0.0064
H (-2.12, -3.47, -0.74)  0.0004
H (-1.03, -2.23, -0.07)  -0.0010
H (-8.14, -1.59, 0.72)  -0.0001
H (-7.45, -0.89, -0.77)  -0.0005
H (-6.50, -0.90, 0.76)  -0.0017
H (-4.87, -4.08, -4.34)  0.0001
H (-4.16, -3.41, -2.86)  -0.0002
H (-3.59, -2.86, -4.47)  0.0001
H (0.02, 2.62, -3.32)  0.0012
H (-1.61, 2.61, -2.57)  0.0001
H (-1.11, 1.27, -3.64)  -0.0017

Molecular formula: C49H61FGeN3OSSbTc
Method: DFT, ωB97M-V with the def2-TZVPD basis set

The calculation puts the HOMO energy at -14.11 eV. The energy above the lowest of the compared OMol25 structures with the same formula, charge and spin is 44.6 kcal/mol. The value obtained for the HOMO-LUMO gap is 5.3 eV. As for the net charge: +3. Its multiplicity is 1. The lowest unoccupied orbital energy is -8.8 eV. The calculation puts the largest force on an atom at 1.62 eV/A.

Each line ends with the Löwdin charge.
Cartesian coordinates (Å):
Tc (0.66, -1.66, -0.58)  1.2906
N (2.47, -4.39, -0.73)  0.1500
C (3.25, -3.24, -0.72)  -0.2575
C (4.64, -3.41, -0.81)  0.0233
C (5.45, -2.30, -0.84)  0.0045
C (4.88, -1.03, -0.81)  -0.0194
C (3.52, -0.94, -0.72)  -0.1281
N (2.70, -2.02, -0.66)  -0.0406
C (1.14, -4.64, -0.52)  -0.2490
C (0.75, -5.99, -0.52)  0.0263
C (-0.55, -6.33, -0.24)  -0.0021
C (-1.47, -5.31, 0.04)  -0.0330
C (-1.04, -4.02, -0.01)  -0.1464
N (0.24, -3.66, -0.30)  -0.0342
H (3.02, -5.23, -0.83)  0.1503
H (5.05, -4.41, -0.85)  0.1324
H (6.53, -2.42, -0.90)  0.1345
H (5.48, -0.13, -0.85)  0.1271
H (3.03, 0.02, -0.67)  0.0319
H (1.48, -6.75, -0.73)  0.1340
H (-0.85, -7.37, -0.23)  0.1347
H (-2.49, -5.53, 0.30)  0.1239
H (-1.71, -3.20, 0.19)  0.0865
F (-1.33, -1.38, -1.32)  -0.5268
C (-4.81, -2.44, -0.88)  -0.0898
C (-4.88, -1.40, -1.98)  -0.6144
C (-6.01, -0.40, -1.79)  -0.0754
C (-4.84, -2.01, -3.37)  -0.0885
Sb (-3.02, -0.07, -1.75)  1.9844
C (-2.70, 0.82, 0.32)  -0.5969
C (-2.65, -0.38, 1.26)  -0.0895
C (-3.91, 1.70, 0.57)  -0.0774
C (-1.40, 1.60, 0.29)  -0.0801
C (-2.69, 1.27, -3.52)  -0.5661
C (-1.32, 1.82, -3.15)  -0.2677
C (-2.62, 0.42, -4.78)  -0.0696
C (-3.79, 2.31, -3.56)  -0.0567
H (-5.65, -3.13, -1.00)  0.1138
H (-4.89, -2.01, 0.11)  0.0719
H (-3.89, -3.04, -0.94)  0.0723
H (-6.95, -0.95, -1.85)  0.1240
H (-6.04, 0.36, -2.57)  0.0805
H (-5.99, 0.09, -0.81)  0.0722
H (-5.66, -2.73, -3.45)  0.1135
H (-3.91, -2.55, -3.56)  0.0933
H (-4.99, -1.26, -4.15)  0.0733
H (-3.54, -1.00, 1.19)  0.0690
H (-2.60, 0.01, 2.28)  0.0942
H (-1.76, -0.98, 1.09)  0.0304
H (-4.85, 1.14, 0.60)  0.0729
H (-4.00, 2.52, -0.15)  0.0854
H (-3.78, 2.16, 1.56)  0.1127
H (-0.56, 0.99, -0.05)  0.0447
H (-1.18, 1.91, 1.32)  0.1017
H (-1.47, 2.49, -0.32)  0.0845
H (-0.03, 0.37, -3.42)  0.0932
H (-1.40, 2.55, -2.34)  0.1122
H (-0.87, 2.32, -4.01)  0.1454
H (-1.88, -0.38, -4.72)  0.0888
H (-2.36, 1.07, -5.62)  0.1146
H (-3.58, -0.04, -5.02)  0.0715
H (-3.84, 2.91, -2.66)  0.0867
H (-4.77, 1.85, -3.74)  0.0814
H (-3.60, 2.98, -4.40)  0.1170
C (2.29, 8.23, -1.73)  -0.0332
C (2.29, 6.73, -1.84)  -0.2582
C (1.58, 6.08, -2.84)  -0.0286
C (1.59, 4.69, -2.94)  -0.1015
C (2.32, 3.94, -2.04)  -0.5459
C (3.04, 4.57, -1.04)  -0.0971
C (3.02, 5.96, -0.94)  -0.0246
S (2.35, 2.16, -2.12)  0.8540
C (2.71, 1.86, -3.87)  -0.3642
O (-0.51, 0.74, -2.68)  -0.1826
H (1.58, 8.69, -2.42)  0.0809
H (3.28, 8.63, -1.97)  0.0944
H (2.05, 8.55, -0.72)  0.0882
H (1.01, 6.66, -3.55)  0.1190
H (1.03, 4.21, -3.74)  0.0922
H (3.63, 3.99, -0.34)  0.0772
H (3.60, 6.45, -0.17)  0.1254
H (1.86, 2.14, -4.50)  0.0247
H (2.92, 0.80, -3.98)  0.0321
H (3.58, 2.44, -4.16)  0.0571
C (0.66, -1.20, 1.00)  -0.2896
Ge (1.22, -0.84, 2.91)  0.9828
C (2.98, -0.11, 2.59)  -0.2934
C (4.10, -0.60, 3.27)  -0.0807
C (5.33, 0.02, 3.12)  -0.0532
C (5.46, 1.13, 2.29)  -0.0546
C (4.35, 1.61, 1.60)  -0.0729
C (3.12, 0.99, 1.73)  -0.1564
C (1.01, -2.58, 3.72)  -0.2914
C (1.64, -2.91, 4.92)  -0.0877
C (1.38, -4.13, 5.53)  -0.0515
C (0.49, -5.03, 4.96)  -0.0548
C (-0.14, -4.71, 3.76)  -0.0698
C (0.12, -3.49, 3.15)  -0.1285
C (0.06, 0.44, 3.78)  -0.2934
C (-1.07, -0.02, 4.46)  -0.1224
C (-1.88, 0.87, 5.15)  -0.0671
C (-1.57, 2.23, 5.16)  -0.0567
C (-0.45, 2.69, 4.48)  -0.0627
C (0.37, 1.80, 3.80)  -0.1036
H (4.01, -1.45, 3.92)  0.0948
H (6.19, -0.36, 3.65)  0.1176
H (6.41, 1.63, 2.19)  0.1183
H (4.45, 2.48, 0.96)  0.0908
H (2.26, 1.37, 1.18)  0.0917
H (2.32, -2.21, 5.40)  0.1059
H (1.88, -4.38, 6.46)  0.1192
H (0.29, -5.97, 5.44)  0.1174
H (-0.84, -5.40, 3.32)  0.1038
H (-0.38, -3.23, 2.22)  0.0500
H (-1.30, -1.08, 4.47)  0.1035
H (-2.73, 0.51, 5.71)  0.1147
H (-2.19, 2.92, 5.71)  0.1163
H (-0.20, 3.75, 4.50)  0.1145
H (1.27, 2.17, 3.32)  0.0933